Molecular formula: C28H36N2O4
Method: DFT, wB97M-V/def2-TZVPD

Atoms and positions in Å:
C  -1.63075  -2.17754  1.07488
C  -0.12467  -2.76773  1.10549
H  0.17891  -2.71748  2.13945
O  0.76402  -2.08026  0.35037
C  1.17048  -1.03641  0.78051
C  2.46873  -0.56508  0.42233
C  3.45706  -1.73286  0.70593
C  3.49147  -2.59062  -0.73008
C  4.42402  -3.74787  -0.46244
O  4.54507  -4.72996  -1.44947
H  3.54684  -4.78282  -1.59285
H  5.39691  -3.30784  -0.37362
H  4.23010  -4.47294  0.45318
H  3.81187  -2.02380  -1.50087
H  2.48728  -3.01299  -0.84566
H  4.47479  -1.19881  0.71359
H  3.39688  -2.28473  1.53682
H  2.35450  -0.31961  -0.61332
C  3.09281  0.91387  1.02137
C  1.81387  1.82013  1.30239
C  0.54009  1.42430  0.83071
O  0.06554  0.24413  0.80286
C  -0.53937  2.54399  1.06760
O  -0.72190  3.17125  2.18147
N  -1.34802  2.70969  -0.29864
C  -1.18666  1.82140  -1.30043
H  -1.21388  2.33197  -2.12030
C  -2.48699  1.09780  -1.47787
N  -3.77857  1.75022  -1.29599
C  -4.89622  1.05560  -1.69801
C  -5.28546  0.06361  -0.90213
C  -6.07471  0.15317  0.17205
C  -6.28721  -0.81515  1.19685
C  -5.87338  -2.25936  0.89256
C  -5.14929  -2.43688  -0.22990
C  -4.79873  -1.13225  -1.07114
H  -4.24507  -1.52298  -2.17934
H  -4.75916  -3.34668  -0.18327
H  -6.08367  -2.89473  1.61613
H  -7.01566  -0.53547  2.16124
H  -6.34031  1.09315  0.66424
H  -4.93923  0.79685  -2.55147
H  -5.82641  1.79937  -1.74401
C  -3.81886  2.34882  -0.11340
C  -2.63330  3.43028  -0.05904
H  -2.34100  4.03977  -0.80990
H  -2.44492  3.77146  1.01893
H  -3.69155  1.65043  0.75590
H  -4.63446  3.21217  -0.24264
H  -2.66096  0.24684  -0.59409
H  -2.46722  0.47403  -2.45903
H  -0.35860  1.21312  -1.35975
H  2.25491  2.85711  1.33975
C  4.20868  1.35118  0.44000
C  5.54846  1.32430  0.96890
C  6.52875  2.04811  0.36153
C  6.23867  2.50221  -1.13760
C  4.89684  2.62355  -1.52897
C  3.95437  2.15321  -0.86135
H  3.06879  2.09444  -0.98992
H  4.85864  3.02707  -2.61977
H  7.13353  2.99209  -1.52443
H  7.53335  1.91715  0.49692
H  5.46306  0.89229  1.91509
H  3.34961  0.43308  2.13346
H  1.25746  -1.02657  2.07230
H  -0.24569  -3.86757  0.74361
H  -1.91866  -2.00854  0.07045
H  -1.85292  -1.25497  1.47918
H  -2.33283  -2.74270  1.93269

Summary:
SMILES string: CCO[C@@H]1OC(C(=O)N2CCN(Cc3ccccc3)CC2)=C[C@H](c2ccccc2)[C@H]1CCCO
2S+1: 1
ΔE to the lowest compared entry with this formula, charge and spin: 20.9678 eV

Löwdin population analysis, charges in e, atoms 1 to 4:
1. C -0.0488
2. C -0.1882
3. H 0.1084
4. O 0.0128

Molecular formula: C28H36N5O7Sn
Method: DFT, wB97M-V/def2-TZVPD

Atoms and positions in Å:
Sn  0.06302  1.29156  0.76491
N  -2.52778  1.62433  0.16507
C  -2.53947  2.14992  -1.18999
C  -1.28276  2.94225  -1.52631
O  -1.36813  3.82013  -2.38494
N  -0.14267  2.55833  -0.91919
C  1.06634  3.23392  -1.35338
C  2.19118  3.13479  -0.31828
O  3.20648  3.78976  -0.45991
O  1.96163  2.30639  0.65740
H  -3.16404  0.85140  0.30550
H  -2.71624  2.32209  0.87750
H  -3.40070  2.77614  -1.43865
H  -2.54649  1.28197  -1.85405
H  0.87500  4.28322  -1.58153
H  1.45430  2.78850  -2.27704
C  -1.00699  -3.28613  -7.13732
C  -1.33275  -2.06698  -6.31567
C  -1.79597  -0.92242  -6.95320
C  -2.08911  0.22372  -6.23054
C  -1.96172  0.21116  -4.85410
C  -1.51277  -0.92952  -4.19584
N  -1.40614  -0.89089  -2.78467
C  -1.97364  -1.86026  -1.96815
C  -3.14546  -2.50884  -2.37194
C  -3.73809  -3.46813  -1.57108
C  -3.18007  -3.80582  -0.34360
C  -2.01568  -3.16917  0.05271
C  -1.40063  -2.20102  -0.73079
C  -0.12656  -1.57158  -0.20814
O  0.56701  -2.18320  0.58742
O  0.10135  -0.37545  -0.65588
C  -1.15532  -2.06932  -4.92517
C  -0.55753  -3.26944  -4.24542
H  -1.26497  -3.11812  -8.18252
H  -1.55246  -4.16588  -6.78994
H  0.05477  -3.53867  -7.09533
H  -1.91628  -0.93105  -8.03006
H  -2.43295  1.11763  -6.73340
H  -2.21638  1.08605  -4.27115
H  -0.65255  -0.36962  -2.34863
H  -3.58392  -2.24461  -3.32621
H  -4.64867  -3.94798  -1.90976
H  -3.64435  -4.55265  0.28610
H  -1.53260  -3.42000  0.98841
H  -1.31581  -4.00493  -3.96452
H  -0.04032  -2.98687  -3.32994
H  0.15789  -3.76648  -4.89886
C  3.28632  -2.02431  4.15382
C  4.16074  -1.16595  3.21573
C  3.13652  -0.52201  2.28218
O  1.97044  -0.38945  3.08748
C  1.85185  -1.62589  3.76255
H  3.49498  -1.80295  5.20117
H  3.45407  -3.09133  4.00637
H  4.90227  -1.75375  2.67400
H  4.69498  -0.39939  3.77893
H  2.90424  -1.17082  1.43045
H  3.40065  0.46798  1.91364
H  1.40893  -2.36298  3.08113
H  1.18478  -1.47814  4.61231
N  -1.59035  2.62587  3.65711
C  -0.55886  2.91485  4.08995
N  0.62554  3.21066  4.58651
C  1.85288  2.67153  3.99824
C  2.54962  1.82057  5.03867
O  2.75285  2.54232  6.25290
C  1.52426  2.95766  6.81351
C  0.77985  3.88257  5.86613
H  2.49093  3.50516  3.69258
H  1.60432  2.08251  3.11980
H  3.53526  1.52091  4.68590
H  1.95776  0.91916  5.23800
H  1.75963  3.46720  7.74897
H  0.89995  2.08017  7.03363
H  1.35762  4.80113  5.71469
H  -0.20302  4.14857  6.25374

Summary:
2S+1: 1
Total charge: -1
ΔE to the lowest compared entry with this formula, charge and spin: 0.7886 eV

Löwdin population analysis, charges in e, atoms 1 to 4:
1. Sn 1.3257
2. N -0.0517
3. C -0.1914
4. C -0.5600

Molecular formula: C28H36N7O2
Method: DFT, wB97M-V/def2-TZVPD

Atoms and positions in Å:
N  -0.63835  -0.31942  -4.12107
C  0.22319  0.18099  -3.17226
N  1.70863  0.11942  -3.51067
C  2.36244  0.70708  -2.27229
C  1.27245  1.28650  -1.15572
C  1.61525  0.71089  0.35821
C  1.19966  -0.90093  0.50831
C  1.86581  -1.56992  1.84141
C  2.60885  -3.01264  1.62291
O  3.12824  -3.25726  0.26826
C  4.28789  -4.16867  0.46720
O  4.19500  -5.39843  1.00610
N  -0.00895  0.84443  -1.83247
H  -1.00424  0.33502  -4.84912
H  -0.90252  -1.33341  -4.19787
H  2.05950  -0.85094  -3.67708
H  3.11279  0.02397  -1.65449
H  2.89976  1.66875  -2.67301
H  1.37631  2.46847  -1.05068
H  0.94888  1.36359  1.10208
H  2.74340  0.91534  0.61557
H  0.01640  -0.92829  0.64824
H  1.42535  -1.44246  -0.50226
H  0.97472  -1.76111  2.61086
H  2.61760  -0.80695  2.31170
H  1.95057  -3.92102  2.02548
H  3.56277  -3.00589  2.34123
H  5.37977  -3.79696  0.17373
H  -0.74952  0.40729  -1.22125
N  -2.44179  -1.24667  1.00360
C  -2.96965  -0.82170  2.17241
C  -3.85831  -1.56542  2.93222
C  -4.23338  -2.82068  2.46517
C  -3.70822  -3.28525  1.26372
C  -2.82320  -2.47005  0.57662
H  -2.64891  0.16525  2.49289
H  -4.24885  -1.17522  3.86521
H  -4.92892  -3.43205  3.03271
H  -3.98102  -4.25875  0.87239
H  -2.38325  -2.78937  -0.36401
N  -0.90955  -4.09023  -3.21650
C  -0.11768  -4.37441  -4.27364
C  1.22015  -4.71837  -4.16390
C  1.78409  -4.77109  -2.89359
C  0.99462  -4.48179  -1.78536
C  -0.33446  -4.15143  -1.99585
H  -0.60291  -4.31644  -5.24362
H  1.80822  -4.93931  -5.04742
H  2.82999  -5.03563  -2.76805
H  1.40432  -4.51352  -0.78216
H  -0.99249  -3.92091  -1.16268
N  0.55018  4.60037  -2.37754
C  -0.75643  4.45334  -2.06687
C  -1.54012  5.46399  -1.53342
C  -0.94920  6.70117  -1.29956
C  0.39517  6.88295  -1.60740
C  1.09570  5.81319  -2.14104
H  -1.17076  3.46901  -2.26452
H  -2.58567  5.29057  -1.30539
H  -1.53135  7.51706  -0.88115
H  0.88516  7.83478  -1.43652
H  2.14637  5.90626  -2.40130
N  -2.59393  2.50098  3.66925
C  -2.44247  2.16998  4.97035
C  -1.45283  2.69164  5.78804
C  -0.55996  3.60610  5.23936
C  -0.68903  3.96546  3.90171
C  -1.71327  3.39247  3.16513
H  -3.16143  1.45041  5.35111
H  -1.37972  2.39187  6.82730
H  0.22977  4.03544  5.84899
H  -0.00893  4.67499  3.44423
H  -1.85770  3.64353  2.11803

Summary:
2S+1: 1
Total charge: +1
ΔE to the lowest compared entry with this formula, charge and spin: 5.1153 eV

Löwdin population analysis, charges in e, atoms 1 to 4:
1. N 0.1150
2. C -0.1425
3. N 0.0736
4. C -0.1343

Number 1: lowest unoccupied orbital energy 0.21 eV, HOMO energy -0.2916 Eh, HOMO-LUMO gap 8.2 eV. Number 2: lowest unoccupied orbital energy 2.59 eV, HOMO energy -0.1847 Eh, HOMO-LUMO gap 7.6 eV. Number 3: lowest unoccupied orbital energy -4.35 eV, HOMO energy -0.4328 Eh, HOMO-LUMO gap 7.4 eV.